No. 1
73
Properties=species:S:1:pos:R:3 method="wB97M-V/def2-TZVPD" total_energy_ev=-97295.2079 max_force_ev_per_a=4.31 total_charge=+2 spin_multiplicity=1
Ba -2.521 3.771 -2.461
Ba 0.678 4.779 -0.037
O -3.239 1.155 -1.686
C -2.263 0.629 -0.830
C -1.601 1.458 0.316
O -1.022 2.739 0.094
H -1.502 0.294 -1.558
H -2.521 -0.296 -0.293
H -0.777 0.826 0.674
H -2.276 1.533 1.176
O -6.986 0.873 1.274
S -6.434 1.729 2.310
O -7.300 2.690 2.939
O -5.803 0.834 3.517
C -5.128 -0.387 3.112
C -4.389 -1.008 4.275
C -4.989 2.673 1.747
H -4.370 -0.036 2.397
H -5.807 -1.035 2.563
H -3.382 -1.296 3.981
H -4.842 -1.942 4.611
H -4.423 -0.331 5.129
H -4.763 2.150 0.811
H -4.215 2.535 2.491
H -5.352 3.657 1.472
O 2.089 -1.096 6.165
S 1.139 -0.113 5.707
O 1.103 1.236 6.197
O 1.271 0.080 4.061
C 2.084 -0.779 3.297
C 1.429 -1.008 1.957
C -0.530 -0.787 5.848
H 2.322 -1.726 3.799
H 3.108 -0.415 3.152
H 0.383 -1.293 2.097
H 1.897 -1.723 1.289
H 1.403 -0.003 1.520
H -0.433 -1.870 5.802
H -1.007 -0.457 4.929
H -0.906 -0.463 6.811
O 3.585 0.967 0.230
S 3.071 1.817 -0.804
O 2.637 3.196 -0.599
O 4.172 1.778 -1.974
C 4.117 2.747 -3.011
C 5.108 2.304 -4.091
C 1.778 0.880 -1.611
H 4.268 3.787 -2.705
H 3.133 2.778 -3.504
H 4.496 1.953 -4.922
H 5.847 1.562 -3.813
H 5.593 3.158 -4.569
H 2.258 0.071 -2.158
H 1.275 1.585 -2.271
H 1.141 0.444 -0.842
C 2.184 -3.293 -2.729
C 0.997 -3.441 -1.786
C -0.375 -3.331 -2.487
F -0.623 -2.036 -2.853
F -0.523 -4.094 -3.590
F 1.095 -4.667 -1.231
F 0.995 -2.503 -0.803
O 2.160 -2.105 -3.510
C 2.506 -2.197 -4.838
C 2.239 -0.855 -5.523
F 3.131 0.027 -4.997
F 2.500 -0.959 -6.833
F 3.817 -2.471 -4.960
F 1.805 -3.194 -5.403
H 2.361 -4.230 -3.249
H 3.025 -3.101 -2.048
H -1.110 -3.647 -1.732
H 1.210 -0.507 -5.436



No. 2
13
Properties=species:S:1:pos:R:3 method="wB97M-V/def2-TZVPD" relative_energy_kcal_mol=23.90 smiles="C=C(C)B(O)O" total_energy_ev=-7996.5606 max_force_ev_per_a=8.87 total_charge=0 spin_multiplicity=1
C -0.899 -1.463 -0.164
C -0.189 -0.116 -0.202
C -1.045 1.072 0.000
B 1.305 -0.160 -0.009
O 2.064 -1.380 -0.025
O 2.009 1.055 0.206
H -1.876 -1.436 0.075
H -0.420 -2.321 0.143
H -1.742 1.095 -0.826
H -1.636 0.840 0.844
H -0.596 2.027 0.152
H 2.999 -1.478 0.152
H 2.927 0.957 0.479



No. 3
43
Properties=species:S:1:pos:R:3 method="wB97M-V/def2-TZVPD" relative_energy_kcal_mol=0.00 total_energy_ev=-27022.7977 max_force_ev_per_a=0.82 total_charge=0 spin_multiplicity=1
C 2.167 1.900 -0.359
C 1.494 0.709 0.310
N 0.182 0.460 -0.255
C -0.337 -0.705 -0.213
N 0.214 -1.884 0.236
H 1.605 2.828 -0.253
H 2.327 1.701 -1.420
H 3.141 2.071 0.105
H 1.406 0.885 1.390
H 2.191 -0.129 0.250
H -1.343 -0.838 -0.601
H 1.158 -1.900 0.610
H -0.428 -2.535 0.663
O -2.180 0.500 2.545
H -1.769 1.267 2.988
H -1.484 -0.134 2.338
O 3.223 -2.148 0.345
H 3.244 -1.963 -0.620
H 3.808 -2.909 0.403
O -0.564 3.568 0.801
H -0.045 2.855 0.404
H -1.460 3.373 0.477
O 0.946 -0.026 -3.023
H 0.552 0.477 -2.297
H 0.401 -0.850 -3.047
O 3.004 -1.618 -2.295
H 2.354 -0.891 -2.485
H 3.705 -1.546 -2.945
O -0.786 2.667 3.350
H 0.062 2.764 3.787
H -0.727 3.125 2.479
O -2.602 1.550 0.068
H -2.567 1.227 1.000
H -1.751 1.237 -0.276
O 0.161 -2.662 -2.558
H -0.038 -2.631 -1.611
H 1.116 -2.817 -2.590
O -3.814 -0.784 -0.622
H -4.765 -0.728 -0.746
H -3.496 0.128 -0.457
O -2.438 -2.086 1.344
H -2.843 -1.745 2.146
H -3.024 -1.767 0.634



No. 4
9
Properties=species:S:1:pos:R:3 method="wB97M-V/def2-TZVPD" relative_energy_kcal_mol=41.31 total_energy_ev=-14997.9678 max_force_ev_per_a=6.20 total_charge=0 spin_multiplicity=3
C 1.126 0.455 0.338
C -1.066 -0.467 -0.375
O -0.268 0.573 0.602
F -0.972 -1.817 0.053
I -3.022 0.268 -0.092
H 1.701 -0.377 0.738
H 1.669 1.358 0.903
H 1.454 0.514 -0.822
H -0.623 -0.507 -1.345